[1]
Formula: C6H11NOS
Source: the OMol25 dataset
Level of theory: ωB97M-V/def2-TZVPD

```
! wB97M-V def2-TZVPD RIJCOSX def2/J DEFGRID3
* xyz 0 1
C 1.99 -1.61 -0.62
C -0.83 0.36 0.37
C 0.32 0.20 -0.66
C -2.08 -0.36 -0.05
C -3.06 0.21 -0.74
C 2.30 0.29 0.82
N 1.51 -0.44 -0.14
O 3.01 -2.14 -0.26
S -2.17 -2.09 0.35
H -0.50 -0.02 1.34
H -1.06 1.42 0.49
H -0.03 -0.39 -1.51
H 0.60 1.19 -1.03
H -3.94 -0.35 -1.03
H 1.33 -2.05 -1.39
H -3.03 1.24 -1.02
H 3.19 -0.31 1.02
H 2.60 1.26 0.42
H 1.76 0.44 1.75
H -1.04 -2.13 1.06
*
```

- SMILES string: C=C(S)CCN(C)C=O
- LUMO energy: 0.67 eV

[2]
Formula: C6H11NS
Source: the OMol25 dataset
Level of theory: ωB97M-V/def2-TZVPD

```
! wB97M-V def2-TZVPD RIJCOSX def2/J DEFGRID3
* xyz 0 1
C 2.60 0.11 0.92
C 0.75 -1.20 -0.55
C -0.25 -0.26 -0.77
C -0.28 1.05 -1.11
C -1.48 -0.99 -0.57
C -2.02 -1.49 0.64
H 1.68 0.58 1.29
H 3.05 -0.58 1.73
H 3.57 0.81 0.71
H 0.30 -2.17 -0.46
H 0.66 1.50 -1.26
H -1.12 1.29 -1.66
H -1.38 1.55 0.78
H -0.88 2.88 -0.01
H -2.33 -1.07 -1.50
H -3.16 -1.42 0.59
H -1.58 -1.82 1.72
N -0.54 1.90 0.21
S 2.43 -0.67 -0.70
*
```

- SMILES string: C=C/C(=C/SC)CN
- LUMO energy: 0.51 eV

[3]
Formula: C6H11NS
Source: the OMol25 dataset
Level of theory: ωB97M-V/def2-TZVPD

```
! wB97M-V def2-TZVPD RIJCOSX def2/J DEFGRID3
* xyz 0 1
C -2.77 0.29 -0.68
C -1.40 0.07 -0.09
C -1.13 0.77 1.20
C -0.49 -0.65 -0.75
C 1.82 0.06 -0.25
C 3.16 -0.51 0.22
H -3.56 -0.02 0.02
H -2.91 -0.22 -1.61
H -2.94 1.36 -0.90
H -1.96 0.68 1.87
H -0.97 1.85 1.04
H -0.25 0.37 1.72
H -0.73 -1.12 -1.67
H 1.12 -1.80 -0.14
H 3.93 -0.24 -0.51
H 3.43 -0.05 1.14
H 3.15 -1.62 0.33
N 0.84 -0.85 -0.30
S 1.67 1.65 -0.63
*
```

- SMILES string: CC(=S)NC=C(C)C
- LUMO energy: 0.79 eV

[4]
Formula: C6H11NS
Source: the OMol25 dataset
Level of theory: ωB97M-V/def2-TZVPD

```
! wB97M-V def2-TZVPD RIJCOSX def2/J DEFGRID3
* xyz 0 1
C 2.34 -0.42 -0.45
C 0.91 -0.49 0.07
C -0.07 0.52 -0.56
C -1.16 1.20 0.22
C -2.42 0.31 0.06
C -0.26 -0.97 -0.81
H 2.44 -0.05 -1.56
H 2.88 -1.40 -0.41
H 2.93 0.28 0.12
H 1.25 0.12 1.96
H 0.03 -0.96 1.88
H 0.27 1.13 -1.42
H -0.79 1.22 1.34
H -1.29 2.21 -0.07
H -2.89 0.50 -0.92
H -3.18 0.44 0.87
H -0.09 -1.38 -1.82
N 0.90 -0.73 1.50
S -1.80 -1.51 0.00
*
```

- SMILES string: C[C@@]1(N)[C@@H]2CCS[C@@H]21
- LUMO energy: 0.91 eV

[5]
Formula: C6H11NS2
Source: the OMol25 dataset
Level of theory: ωB97M-V/def2-TZVPD

```
! wB97M-V def2-TZVPD RIJCOSX def2/J DEFGRID3
* xyz 0 1
C -1.21 1.65 -0.26
C -0.17 0.13 1.29
C 1.30 -0.23 0.98
C 1.47 -1.13 -0.25
C 0.46 -0.88 -1.36
C -0.97 -0.68 -0.93
H -2.30 2.47 1.93
H -0.66 -0.80 1.75
H -0.38 0.92 1.97
H 1.74 0.68 0.61
H 1.85 -0.59 1.80
H 1.31 -2.18 0.08
H 2.52 -1.03 -0.84
H 0.46 -1.81 -2.04
H 0.84 0.01 -1.87
H -1.59 -0.54 -1.75
H -1.20 -1.53 -0.27
N -0.83 0.40 0.07
S -1.33 3.00 0.92
S -1.30 2.16 -1.83
*
```

- SMILES string: S=C(S)N1CCCCC1
- LUMO energy: 0.37 eV

[6]
Formula: C6H11NSi
Source: the OMol25 dataset
Level of theory: ωB97M-V/def2-TZVPD

```
! wB97M-V def2-TZVPD RIJCOSX def2/J DEFGRID3
* xyz 0 1
C -1.42 1.54 -0.93
C 2.27 0.38 3.60
C 0.35 1.06 0.81
C 0.55 0.47 1.97
C -0.56 0.83 -0.27
C -1.07 -1.27 -3.13
N 1.51 1.04 2.79
Si -0.31 -1.41 -1.36
H -1.90 1.20 -1.82
H -1.80 2.49 -0.54
H 3.00 0.92 4.20
H 2.15 -0.77 3.78
H 0.85 2.04 0.60
H 0.22 -0.58 2.29
H -0.12 -1.19 -3.67
H -1.75 -2.14 -3.43
H -1.69 -0.41 -3.01
H -1.41 -2.29 -0.61
H 1.14 -1.90 -1.28
*
```

- LUMO energy: 0.19 eV

[7]
Formula: C6H11NSi
Source: the OMol25 dataset
Level of theory: ωB97M-V/def2-TZVPD

```
! wB97M-V def2-TZVPD RIJCOSX def2/J DEFGRID3
* xyz 0 1
C 1.76 -2.67 0.36
C -2.34 0.52 -1.09
C -0.78 2.06 2.20
C 0.76 -1.87 0.70
C -1.45 -0.45 -1.15
C 0.10 1.97 1.24
N 1.41 -0.10 -1.56
Si 0.24 -0.39 -0.33
H 2.05 -3.52 0.95
H 2.31 -2.52 -0.56
H -3.29 0.47 -1.60
H -2.15 1.41 -0.51
H -0.87 2.94 2.85
H -1.48 1.27 2.42
H 0.22 -2.06 1.62
H -1.68 -1.33 -1.74
H 0.83 2.72 0.98
H 2.38 -0.05 -1.30
H 1.21 0.60 -2.25
*
```

- LUMO energy: 0.71 eV

[8]
Formula: C6H11O
Source: the OMol25 dataset
Level of theory: ωB97M-V/def2-TZVPD

```
! wB97M-V def2-TZVPD RIJCOSX def2/J DEFGRID3
* xyz 1 1
C -0.62 0.39 -1.08
C -0.58 1.35 0.18
C -0.01 0.65 2.49
C 0.63 -0.33 -1.35
C 0.08 -0.43 1.58
C 0.72 -1.73 -1.81
O -0.88 0.62 1.35
H -1.36 -0.33 -0.80
H -0.88 1.04 -1.91
H 0.38 1.99 0.20
H -1.35 2.14 0.09
H -0.67 0.79 3.38
H 0.74 1.46 2.26
H 1.58 0.21 -1.05
H -0.36 -1.41 1.72
H 1.36 -2.06 -2.66
H -0.13 -2.26 -1.58
H 1.38 -2.09 -1.02
*
```

- LUMO energy (spin up / spin down): -6.01 / -4.89 eV

[9]
Formula: C6H11O2
Source: the OMol25 dataset
Level of theory: ωB97M-V/def2-TZVPD

```
! wB97M-V def2-TZVPD RIJCOSX def2/J DEFGRID3
* xyz -1 1
O 2.55 -1.62 2.18
C 2.65 -0.84 1.27
O 3.66 -0.69 0.53
C 1.43 0.18 0.83
C 0.30 -0.59 0.13
C -0.61 0.39 -0.72
C -1.52 1.08 0.41
C -1.48 -0.27 -1.89
H 1.28 0.65 1.89
H 1.92 0.87 0.16
H 0.57 -1.54 -0.18
H -0.44 -0.96 0.93
H -0.01 1.03 -1.34
H -0.97 0.85 1.32
H -2.39 0.53 0.52
H -1.92 2.08 0.33
H -1.08 -0.03 -2.82
H -1.44 -1.26 -1.85
H -2.50 0.15 -1.71
*
```

- SMILES string: CC(C)CCC(=O)[O-]
- LUMO energy: 3.56 eV

[10]
Formula: C6H11O2Tl
Source: the OMol25 dataset
Level of theory: ωB97M-V/def2-TZVPD

```
! wB97M-V def2-TZVPD RIJCOSX def2/J DEFGRID3
* xyz -1 2
O 1.55 -0.37 3.10
C 0.77 -0.60 2.20
C 1.14 -0.67 0.75
C 0.39 -1.73 -0.01
C 0.96 -2.66 -0.77
H -0.31 -0.72 2.42
H 2.23 -0.78 0.64
H 0.84 0.33 0.34
H -0.70 -1.65 0.03
H 2.04 -2.76 -0.84
H 0.36 -3.27 -1.46
C -1.84 1.35 0.05
C -0.97 1.35 -1.20
O 0.13 2.12 -0.70
Tl 0.92 3.72 -1.93
H -1.74 0.39 0.59
H -0.77 2.17 0.46
H -2.91 1.53 -0.18
H -1.47 1.93 -2.01
H -0.64 0.33 -1.48
*
```

- LUMO energy (spin up / spin down): 3.27 / 3.27 eV

[11]
Formula: C6H11O3P
Source: the OMol25 dataset
Level of theory: ωB97M-V/def2-TZVPD

```
! wB97M-V def2-TZVPD RIJCOSX def2/J DEFGRID3
* xyz 0 1
C 0.95 0.36 1.27
C -0.44 0.92 1.44
C -1.36 0.84 -1.56
C 1.32 0.34 -0.18
C 2.76 0.16 -0.58
C -1.80 -1.93 -0.81
O -2.94 1.26 0.48
O 0.56 0.64 -1.07
O -1.68 -1.03 0.32
P -1.72 0.57 0.11
H 1.87 0.78 1.81
H 1.04 -0.69 1.55
H -1.00 0.38 2.29
H -0.57 1.95 1.68
H -1.26 2.00 -1.61
H 3.03 0.58 -1.54
H 2.81 -0.99 -0.69
H 3.49 0.47 0.21
H -2.54 -2.74 -0.55
H -0.71 -2.39 -0.81
H -1.82 -1.49 -1.76
*
```

- LUMO energy: 0.20 eV

[12]
Formula: C6H11O4
Source: the OMol25 dataset
Level of theory: ωB97M-V/def2-TZVPD

```
! wB97M-V def2-TZVPD RIJCOSX def2/J DEFGRID3
* xyz -1 1
C 2.11 0.11 0.28
C 0.23 1.64 -0.89
C -1.71 -0.45 -0.42
C -0.60 -0.06 1.65
C 0.66 0.18 -0.64
C -0.36 -0.60 0.23
O 2.57 -1.01 0.36
O 2.51 1.15 0.74
O 0.79 -0.45 -1.84
O -0.05 -1.95 0.30
H -0.38 1.85 -1.73
H -0.30 1.98 0.01
H 1.13 2.30 -0.96
H -2.05 -1.37 -1.07
H -2.56 -0.57 0.35
H -1.79 0.55 -0.83
H -1.32 -0.67 2.09
H -1.16 0.85 1.60
H 0.26 -0.04 2.28
H 1.15 -1.34 -1.76
H 0.89 -2.08 0.26
*
```

- SMILES string: CC(C)(O)[C@](C)(O)C(=O)[O-]
- LUMO energy: 3.73 eV

[13]
Formula: C6H11O4
Source: the OMol25 dataset
Level of theory: ωB97M-V/def2-TZVPD

```
! wB97M-V def2-TZVPD RIJCOSX def2/J DEFGRID3
* xyz 0 2
C 2.27 -0.37 -1.99
O 1.49 0.76 -1.87
C 1.67 1.31 -0.61
C 0.78 2.16 -0.12
O -0.08 2.88 0.18
H 2.00 -0.95 -2.88
H 3.32 -0.31 -1.70
H 2.72 0.89 -0.26
H 0.74 -1.20 -0.59
O -0.04 -1.94 -0.72
C -1.25 -1.24 -0.78
C -1.68 -0.67 0.55
O -0.58 -0.04 1.16
C -0.86 0.52 2.41
H -2.02 -1.94 -1.15
H -1.13 -0.41 -1.49
H -2.05 -1.49 1.20
H -2.50 0.05 0.40
H 0.08 0.90 2.83
H -1.60 1.34 2.32
H -1.26 -0.24 3.12
*
```

- LUMO energy (spin up / spin down): 0.08 / 0.02 eV

[14]
Formula: C6H11OS
Source: the OMol25 dataset
Level of theory: ωB97M-V/def2-TZVPD

```
! wB97M-V def2-TZVPD RIJCOSX def2/J DEFGRID3
* xyz 1 1
C -0.19 -0.37 0.10
C -1.27 -1.27 -0.28
C -2.55 -0.53 0.14
C -2.28 0.96 -0.02
C 2.86 0.74 -0.53
C 2.33 -0.06 0.66
O 1.33 -0.97 0.33
S -0.50 1.21 0.38
H -1.23 -1.44 -1.37
H -1.15 -2.25 0.18
H -3.40 -0.83 -0.46
H -2.77 -0.76 1.18
H -2.42 1.31 -1.04
H -2.87 1.58 0.65
H 3.16 0.06 -1.32
H 2.10 1.42 -0.91
H 3.72 1.32 -0.22
H 2.02 0.60 1.48
H 3.12 -0.72 1.04
*
```

- LUMO energy (spin up / spin down): -5.59 / -5.59 eV

[15]
Formula: C6H11PS
Source: the OMol25 dataset
Level of theory: ωB97M-V/def2-TZVPD

```
! wB97M-V def2-TZVPD RIJCOSX def2/J DEFGRID3
* xyz 0 1
C -1.63 3.29 -0.93
C 0.96 -1.73 -1.29
C -1.67 1.98 -0.70
C 0.35 -2.19 0.03
C -1.44 1.53 0.62
C 0.68 -1.70 1.20
P 1.95 -0.44 1.20
S -1.42 0.00 1.07
H -2.05 3.46 -1.92
H -1.46 4.01 -0.22
H 1.78 -2.35 -1.41
H 1.59 -0.68 -1.12
H -1.78 1.34 -1.59
H -0.29 -3.11 -0.14
H -1.00 2.25 1.32
H 0.17 -1.82 -2.00
H 0.37 -2.13 2.15
H 2.04 -0.39 2.67
H 2.84 -1.32 1.05
*
```

- SMILES string: C/C=C\P.C=CC=S
- LUMO energy: -0.31 eV

[16]
Formula: C6H12
Source: the OMol25 dataset
Level of theory: ωB97M-V/def2-TZVPD

```
! wB97M-V def2-TZVPD RIJCOSX def2/J DEFGRID3
* xyz 0 1
C 1.48 0.46 -1.48
C 0.17 1.17 -1.16
C -0.27 1.01 0.31
C -1.02 -0.27 0.59
C -0.82 -1.04 1.87
C -0.37 -1.62 0.56
H 1.42 -0.61 -1.29
H 2.30 0.86 -0.87
H 1.76 0.59 -2.54
H 0.28 2.24 -1.39
H -0.63 0.80 -1.81
H -0.92 1.86 0.59
H 0.61 1.08 0.96
H -2.05 -0.26 0.23
H -0.04 -0.68 2.54
H -1.68 -1.47 2.37
H -0.94 -2.45 0.14
H 0.70 -1.68 0.38
*
```

- SMILES string: CCCC1CC1
- LUMO energy: 1.30 eV

[17]
Formula: C6H12
Source: the OMol25 dataset
Level of theory: ωB97M-V/def2-TZVPD

```
! wB97M-V def2-TZVPD RIJCOSX def2/J DEFGRID3
* xyz 0 1
C -0.68 1.29 -0.42
C 0.48 1.55 0.43
C -0.61 -0.21 -0.41
C 0.65 -0.22 0.43
C -1.71 -0.93 0.30
C 1.90 -0.81 -0.28
H -1.67 1.40 0.06
H -0.84 1.90 -1.38
H 1.20 2.27 -0.03
H 0.17 1.84 1.51
H -0.42 -0.52 -1.42
H 0.50 -0.54 1.40
H -2.07 -0.27 1.07
H -1.29 -1.79 0.76
H -2.59 -1.25 -0.45
H 1.92 -0.34 -1.22
H 1.67 -1.94 -0.51
H 2.82 -0.58 0.24
*
```

- SMILES string: C[C@H]1CC[C@@H]1C
- LUMO energy: 1.20 eV

[18]
Formula: C6H12
Source: the OMol25 dataset
Level of theory: ωB97M-V/def2-TZVPD

```
! wB97M-V def2-TZVPD RIJCOSX def2/J DEFGRID3
* xyz 0 1
C 2.07 -0.17 0.69
C 0.87 0.25 -0.11
C -0.16 1.09 0.63
C -1.49 0.83 -0.06
C -1.45 -0.56 -0.65
C -0.04 -1.08 -0.69
H 1.73 -0.73 1.57
H 2.63 0.70 1.07
H 2.76 -0.80 0.12
H 0.93 0.34 -1.20
H 0.06 2.17 0.64
H -0.21 0.76 1.68
H -2.34 0.91 0.62
H -1.66 1.55 -0.87
H -2.03 -1.27 -0.07
H -1.89 -0.56 -1.64
H 0.07 -1.93 -0.02
H 0.14 -1.50 -1.72
*
```

- SMILES string: CC1CCCC1
- LUMO energy: 1.22 eV

[19]
Formula: C6H12
Source: the OMol25 dataset
Level of theory: ωB97M-V/def2-TZVPD

```
! wB97M-V def2-TZVPD RIJCOSX def2/J DEFGRID3
* xyz 0 1
C 1.74 0.23 -0.79
C 1.92 -0.47 0.52
C 0.95 -1.01 -0.49
C -0.51 -0.95 -0.05
C -1.15 0.42 -0.33
C -2.05 1.05 0.71
H 1.30 1.21 -0.89
H -0.34 1.13 -0.44
H 2.58 0.16 -1.44
H 1.47 -0.05 1.42
H 2.86 -0.99 0.71
H 1.24 -1.88 -1.08
H -0.51 -1.18 1.03
H -1.07 -1.78 -0.51
H -1.65 0.39 -1.30
H -3.04 0.61 0.78
H -2.17 2.11 0.45
H -1.57 1.00 1.70
*
```

- SMILES string: CCCC1CC1
- LUMO energy: 1.24 eV

[20]
Formula: C6H12
Source: the OMol25 dataset
Level of theory: ωB97M-V/def2-TZVPD

```
! wB97M-V def2-TZVPD RIJCOSX def2/J DEFGRID3
* xyz 0 1
C -1.22 -1.04 0.47
C -0.34 0.10 -0.05
C -1.22 1.18 -0.67
C 0.78 0.59 0.94
C 1.79 -0.31 0.24
C 0.83 -0.41 -0.97
H -1.80 -1.48 -0.35
H -0.62 -1.84 0.92
H -1.93 -0.67 1.22
H -1.82 0.77 -1.50
H -0.63 2.01 -1.07
H -1.93 1.59 0.06
H 0.99 1.65 0.72
H 0.80 0.48 2.03
H 1.87 -1.28 0.73
H 2.79 0.13 0.24
H 0.68 -1.40 -1.41
H 1.03 0.30 -1.78
*
```

- SMILES string: CC1(C)CCC1
- LUMO energy: 1.03 eV

Electronic energy values (in eV) by entry order: -20772.663, -18720.869, -18725.425, -18724.631, -29559.590, -15763.359, -15764.761, -8433.847, -10495.132, -15185.210, -21828.161, -14591.477, -14584.658, -19274.419, -26519.981, -6415.843, -6414.262, -6415.546, -6415.384, -6415.956.
Relative energy (zero: lowest compared OMol25 entry of this formula, charge and spin) values (in kcal per mole) by entry order: 15.8, 106.7, 1.6, 19.9, 30.1, 98.0, 65.7, 129.8, 45.0, 0.0, 59.2, 0.0, 0.0, 28.9, 93.0, 25.3, 61.8, 32.2, 35.9, 22.7.